Run w
9
Properties=species:S:1:pos:R:3 method="wB97M-V/def2-TZVPD" orbital_gap_ev=10.15 charge=0 mol_weight_g_mol=85.07
O 1.228 1.342 -0.799
C 0.410 0.487 -0.159
N -0.706 -0.087 -0.816
C -0.973 -1.101 0.029
N -0.123 -1.187 1.062
N 0.751 -0.205 0.954
H 1.975 1.509 -0.205
H -1.836 -1.742 -0.082
H -0.727 0.983 0.016

Run x
9
Properties=species:S:1:pos:R:3 method="wB97M-V/def2-TZVPD" orbital_gap_ev="8.50 / 8.50" charge=0 mol_weight_g_mol=85.07 smiles="[O-]/[NH+]=C/C1N=N1"
O 1.303 2.006 0.223
N 0.477 1.052 0.326
C 0.347 0.177 -0.630
C -0.486 -1.041 -0.384
N -0.785 -1.786 -1.551
N 0.123 -2.245 -0.865
H 0.083 0.953 1.395
H 1.001 0.395 -1.545
H -1.264 -0.998 0.437

Going by the energies, run w is most stable and the next is 48.1 kcal/mol up.